# 1
This record from the OMol25 dataset describes C24H64AsF6O24S8 as an isolated structure. The level of theory is ωB97M-V/def2-TZVPD.

Each line ends with the Löwdin charge.
Geometry (Å):
O1 3.92948 -0.61577 7.15083  -0.29
C1 5.71146 -2.23135 0.18679  -0.05
H1 -1.97367 3.70879 -4.32250  0.08
H2 0.03479 -3.02430 -0.86267  0.05
H3 -5.73468 3.82233 -1.03124  0.08
H4 -2.78323 4.90109 -3.38252  0.08
H5 0.30037 0.33354 4.54018  0.07
O2 0.55539 -1.26582 -5.30398  -0.24
O3 5.56318 1.23183 -2.48835  -0.25
H6 4.83792 0.63544 -5.02247  0.03
H7 1.36493 3.51038 6.37024  0.08
O4 -1.98460 -5.32587 2.52644  -0.27
As1 -1.02121 1.18247 -0.30117  0.86
H8 -3.46934 -2.61498 -0.93719  0.06
H9 2.69964 4.38379 7.02094  0.08
H10 -4.71175 4.21801 0.37877  0.09
H11 -4.16501 3.29367 -1.06151  0.04
H12 1.84135 -1.69628 -3.05398  0.05
O5 -7.81158 2.82042 3.17226  -0.28
H13 -1.81264 -4.09572 -0.75332  0.04
H14 0.78076 0.78294 -4.75595  0.12
S1 2.13578 -1.57220 -5.34601  0.64
H15 -9.62693 2.28298 1.00516  0.07
H16 -3.21053 -1.74633 1.31105  0.11
S2 3.49912 -1.50580 6.10863  0.63
H17 4.74999 -0.68665 4.28258  0.06
H18 2.35749 4.52490 5.31956  0.07
O6 3.76600 3.74252 3.29552  -0.28
H19 -4.79905 3.37297 -3.26294  0.09
H20 -0.82296 -0.79635 5.31444  0.08
O7 2.79251 -0.29697 -5.17863  -0.31
C2 -1.98013 -4.91358 -0.06323  -0.09
S3 2.30894 -3.67692 -0.09168  0.63
H21 -2.92917 -5.42176 -0.19808  0.07
O8 -6.72247 2.73360 0.92803  -0.28
H22 -2.67523 0.51072 -2.48545  0.03
H23 5.70635 -1.86400 5.21043  0.08
S4 -2.10756 -4.22744 1.61012  0.61
H24 -9.50732 0.66234 1.69168  0.07
H25 -1.61677 1.20446 -4.63426  0.06
C3 -4.02948 -2.43593 1.10074  -0.22
H26 3.55684 1.11866 -3.13397  0.11
S5 6.63371 0.41599 -3.40369  0.63
H27 -4.84942 1.92362 1.21977  0.10
C4 -4.09419 3.29771 -4.09353  -0.24
S6 -7.47502 1.89295 2.13547  0.62
F1 -2.48558 1.55197 0.60109  -0.24
H28 -1.92612 -0.49233 -4.21053  0.06
S7 3.22808 2.39677 3.23477  0.61
C5 -3.69074 0.78109 -2.20615  -0.14
C6 5.92493 0.57381 -5.05373  -0.10
H29 1.33354 1.27592 2.52986  0.05
O9 -1.22475 -3.09737 1.76937  -0.30
C7 -4.97255 3.44810 -0.34048  -0.05
H30 4.08468 -1.14100 1.23860  0.10
H31 1.67815 2.81469 1.52907  0.06
H32 2.85960 0.42412 -0.76069  0.07
C8 1.60237 2.32691 2.49104  -0.11
H33 -2.47433 3.49548 -2.58015  0.05
H34 0.96358 2.83163 3.21599  0.08
H35 4.15369 -2.83203 1.67250  0.09
H36 -4.06785 0.00116 -1.55079  0.04
H37 3.23765 1.95190 6.65945  0.11
H38 -0.38468 -0.92831 3.55091  0.06
H39 4.37646 2.85902 5.86198  0.13
H40 -8.60778 1.18353 0.21781  0.07
C9 1.17624 -1.56326 4.89544  -0.24
H41 5.96255 -3.27022 -0.02285  0.08
F2 -1.83519 -0.31049 -0.83164  -0.27
H42 4.23689 -0.35430 -2.49571  0.10
O10 -4.50036 -0.44192 -4.44475  -0.27
C10 -1.30828 0.17828 -4.80404  -0.05
H43 0.93323 -2.31216 5.64459  0.11
H44 6.22736 1.52422 -5.49101  0.07
H45 3.19146 -2.77142 -3.58406  0.08
O11 -3.63874 -3.74723 1.56592  -0.27
O12 2.28427 -0.73174 5.30788  -0.27
O13 3.51600 -2.55940 -0.28590  -0.29
H46 6.30607 -0.29504 -5.58052  0.07
H47 -4.86329 -2.13014 1.73051  0.12
O14 -6.66585 0.73857 2.40430  -0.29
C11 3.78113 0.98523 -0.91219  -0.04
H48 0.30030 -0.20990 -3.49251  0.09
S8 -4.67398 0.76646 -3.72673  0.60
O15 2.26821 -4.54758 -1.23416  -0.30
F3 -0.45261 0.29878 1.11800  -0.25
H49 -1.13416 -5.58773 0.05341  0.07
O16 -6.01637 1.19099 -3.41074  -0.30
H50 -5.63683 1.31932 -0.23483  0.11
H51 4.36442 -2.44638 4.22286  0.07
H52 1.49941 -3.28667 -3.80161  0.08
H53 -3.64631 1.76969 -1.76607  0.02
O17 2.27215 -4.21624 1.23342  -0.28
F4 -1.83368 2.02966 -1.64773  -0.33
O18 2.48105 -2.44779 -6.44763  -0.27
C12 -2.76131 3.82052 -3.57846  -0.07
H54 1.49265 -2.05060 3.96997  0.12
C13 0.83295 -2.59622 -0.26760  -0.10
C14 -8.94340 1.46172 1.21748  -0.13
F5 0.35043 0.79443 -1.34520  -0.25
O19 7.87389 1.15883 -3.26540  -0.30
H55 5.69792 -1.66578 -0.73884  0.05
O20 3.94702 1.32078 2.57950  -0.31
C15 -4.40080 -2.48359 -0.38757  -0.05
H56 0.60995 -2.34153 0.75858  0.04
O21 6.63588 -0.99522 -3.08331  -0.30
C16 2.38895 3.81060 6.14388  -0.08
C17 4.71288 -1.62087 4.84305  -0.12
H57 -1.61617 -0.02538 -5.83273  0.09
C18 2.17461 -2.43621 -3.77808  -0.11
O22 2.81617 1.90889 4.70108  -0.28
C19 -5.48905 2.20457 0.38602  -0.24
C20 0.16825 -0.10096 -4.57571  -0.27
C21 -0.04759 -0.70304 4.55963  -0.04
O23 -3.90852 1.93209 -4.53375  -0.27
C22 4.32778 -2.13205 0.85244  -0.23
H58 1.14559 -1.73537 -0.86085  0.04
H59 -5.09761 -3.25572 -0.70795  0.09
H60 -4.84173 -1.51666 -0.63227  0.06
O24 3.09019 -2.86929 6.42915  -0.30
H61 -4.53016 3.82963 -4.93537  0.12
C23 4.22758 0.73482 -2.36514  -0.27
H62 4.53193 0.64685 -0.20472  0.07
H63 6.44979 -1.92475 0.93484  0.08
F6 -0.20629 2.61847 0.21666  -0.23
H64 3.64626 2.06501 -0.86372  0.09
C24 3.30634 2.65534 5.82161  -0.27

The calculation puts the electronic energy at -238893.00459 eV. Its maximum force is 3.37 eV/Å. Its HOMO energy is -9.17 eV. Its charge is -1. The energy above the lowest of the compared OMol25 structures with the same formula, charge and spin is 3.103 eV.

=====

# 2
This record from the OMol25 dataset describes C24H64BF4O8V as an isolated structure. The level of theory is ωB97M-V/def2-TZVPD.

Each line ends with the Löwdin charge.
Geometry (Å):
H1 -0.53747 2.30101 0.50187  0.02
O1 -3.02779 -2.15724 1.44916  -0.08
C1 -1.28212 1.85589 -3.25795  -0.03
C2 2.76623 3.91838 -3.30572  -0.46
H2 1.40733 -4.61373 3.95912  0.08
H3 6.21531 0.05433 -0.59122  0.08
H4 -3.83344 2.29202 -1.09287  0.08
H5 0.93983 -0.47776 4.36856  0.07
H6 0.93594 3.98193 -4.58986  0.07
V1 -2.08336 -1.23408 -0.43017  1.16
C3 3.74137 -0.30346 -3.09239  -0.04
H7 -3.83230 -2.65308 1.28028  0.11
H8 -0.20285 1.79730 -3.39880  0.07
H9 -0.53967 4.39655 3.14239  0.08
C4 -2.70577 -2.44616 2.71322  -0.52
H10 0.38400 4.37658 0.24295  0.12
C5 -4.88479 1.13405 1.89506  -0.04
O2 -0.84085 3.00889 1.07498  -0.09
O3 6.10998 -0.93625 -3.01491  -0.06
C6 1.15200 -1.52796 4.56896  -0.04
C7 1.94565 3.57360 -4.63295  -0.05
H11 6.54197 -1.74443 -2.72887  0.09
H12 -3.67397 -3.55561 4.34307  0.10
H13 3.56937 -0.97790 -3.93123  0.07
C8 1.43406 -2.42571 3.32048  -0.52
H14 -4.88801 2.87569 0.21225  0.09
H15 -1.66348 2.56972 -3.98810  0.11
C9 -0.34176 4.96744 2.23519  -0.06
F1 0.88520 -1.03569 -0.77818  0.13
H16 4.51941 0.37591 -0.39887  0.07
H17 -0.22420 -6.15757 0.29792  0.09
H18 2.85587 -0.22021 -2.46227  0.05
H19 -1.19707 5.56639 1.92246  0.08
C10 -0.33449 -3.93943 0.13262  -0.45
H20 -1.32891 2.42683 -2.33062  0.08
H21 -0.95496 -3.45772 -1.68778  0.13
H22 2.68647 -4.14042 2.82294  0.08
H23 1.31029 2.53296 2.67920  0.08
H24 -0.39729 -5.58408 -1.27459  0.10
C11 -2.28775 -1.24261 3.46167  -0.02
H25 -2.50109 -1.15815 -4.37345  0.07
C12 -0.71137 -5.35525 -0.25621  -0.03
C13 -1.95907 -0.22394 -4.52027  -0.02
H26 2.63985 3.28098 -1.23915  0.08
H27 -2.96727 -0.40233 3.31930  0.07
H28 -1.86278 -3.13595 2.67249  0.13
H29 -4.65739 2.05593 2.43033  0.11
H30 1.61945 -4.73200 0.36216  0.10
H31 1.68630 2.22520 -2.30143  0.05
H32 -1.77860 -5.54855 -0.14781  0.08
H33 0.36644 5.76470 2.46087  0.08
H34 -0.48269 -3.57370 1.14868  0.12
C14 4.96304 -0.74220 -2.18231  -0.45
H35 -2.52572 0.28464 -5.30025  0.09
H36 2.12528 2.62515 1.11574  0.05
H37 -0.35636 -0.17514 -2.19130  0.09
C15 -1.96231 0.54135 -3.14326  -0.40
H38 -2.38917 -1.53744 4.50613  0.10
H39 -0.97508 -0.53810 -4.86835  0.09
C16 5.31129 0.30807 -1.14481  -0.06
H40 2.47841 3.86912 -5.53679  0.07
H41 2.14859 -1.42879 4.99916  0.08
C17 -4.33801 0.82454 0.53548  -0.47
F2 -0.48635 -0.75556 0.97604  0.17
H42 0.50293 -2.57098 2.77276  0.09
H43 2.68774 -3.79067 4.49204  0.08
H44 -4.79243 -0.13886 0.30426  0.14
O4 -1.29812 -0.35765 -2.22842  -0.14
O5 -2.93628 0.64450 0.48135  -0.10
H45 -1.24885 -0.93989 3.33070  0.07
C18 -3.91472 -3.19046 3.34467  -0.01
H46 -4.11997 -4.08111 2.75078  0.09
H47 0.39481 -1.85752 5.28040  0.07
H48 -5.96328 1.08858 2.04638  0.10
C19 2.00953 3.25161 -2.12793  -0.05
O6 2.33873 -1.72013 2.57201  -0.03
H49 3.91600 0.69255 -3.49929  0.06
H50 1.87149 -1.15317 1.95407  0.03
H51 2.21829 3.87398 2.20851  0.07
H52 4.68580 -1.70275 -1.74806  0.13
H53 3.78073 3.51983 -3.29940  0.13
H54 -2.68154 1.33975 1.09236  0.11
F3 1.47352 0.14871 1.13862  0.21
O7 -1.05251 -3.14891 -0.78406  -0.11
H55 1.05883 3.77359 -2.01929  0.07
C20 2.03284 -3.78770 3.62072  -0.04
B1 0.48707 -0.15027 0.25838  -1.44
H56 -4.82392 -2.60118 3.46388  0.09
C21 -4.58906 1.99986 -0.36364  -0.03
H57 1.85381 2.50137 -4.80612  0.06
H58 -5.55391 1.83460 -0.84307  0.09
O8 2.85234 5.30430 -3.13187  -0.03
H59 5.37159 1.33413 -1.50767  0.08
C22 1.15763 -3.80582 0.02010  -0.03
H60 1.44150 -3.62305 -1.01630  0.10
H61 3.33532 5.63425 -3.89309  0.09
C23 0.23236 3.94977 1.23439  -0.41
C24 1.48726 3.16930 1.81211  -0.03
H62 1.53187 -2.97650 0.62033  0.07
H63 -2.98767 0.54118 -2.77347  0.13
H64 -4.50563 0.38053 2.58538  0.06
F4 0.02286 0.96736 -0.30066  0.21

The calculation puts the electronic energy at -79539.06697 eV. Its maximum force is 5.60 eV/Å. The multiplicity is 4. Its HOMO energy (alpha / beta) is -11.69 / -11.69 eV. Its charge is +1. The energy above the lowest of the compared OMol25 structures with the same formula, charge and spin is 2.855 eV.

=====

Among the records above, which one has the lowest energy above the lowest of the compared OMol25 structures with the same formula, charge and spin? C24H64BF4O8V